[1]
Formula: C7H13O3S
Source: the OMol25 dataset
Level of theory: ωB97M-V/def2-TZVPD

```
24
Properties=species:S:1:pos:R:3:forces:R:3:lowdin_charge:R:1
C -0.3814 -1.5338 0.4387 -0.7296 -8.1876 3.4241 -0.11
C -0.4143 -0.2385 0.0142 -1.3556 5.3039 -2.2799 -0.28
C -1.6602 -2.2732 0.8355 -1.4874 1.8137 -0.8484 -0.12
C 0.7242 1.7554 0.6951 0.1589 1.6763 0.6239 -0.07
C 2.1823 -0.2629 0.2389 -0.6746 0.8184 -2.2877 -0.06
C 0.9388 0.8817 -1.6424 -1.1645 -2.6342 -0.5826 -0.05
C 0.8374 0.4810 -0.1689 1.6118 2.2534 -0.3582 -0.57
O -2.4947 0.9177 1.0085 -0.2441 -0.7330 0.3559 -0.35
O -2.8457 -0.3596 -1.0898 0.6063 0.3822 0.5582 -0.37
O -1.7057 1.8272 -1.0544 -0.2670 -0.9148 0.0182 -0.40
S -2.0092 0.5784 -0.3251 0.6403 1.0653 -0.9142 0.44
H 0.5746 -2.1041 0.6045 -1.1318 0.7616 -0.5318 0.10
H -1.9003 -2.9889 0.0590 0.0409 -0.4512 -0.5835 0.06
H -1.7603 -2.8574 1.7377 0.7087 0.0008 0.7253 0.05
H -2.6031 -1.5920 0.7754 1.8842 -1.0596 0.3779 0.08
H -0.1776 2.4023 0.3595 1.4968 -1.3046 0.9101 0.10
H 0.7254 1.4650 1.7596 -0.8594 0.0374 -0.2139 0.08
H 1.6289 2.4176 0.7290 -0.3036 -0.4584 -0.8425 0.07
H 3.0842 0.3301 0.1025 -0.3062 0.9009 0.2380 0.07
H 2.5040 -1.1378 -0.3377 -0.9542 -0.3402 0.1518 0.08
H 2.0048 -0.4444 1.2326 0.3676 -1.0052 2.5914 0.04
H 1.5877 1.6873 -1.8146 1.5818 0.7434 -0.3203 0.06
H -0.0151 1.1764 -2.0718 -0.0314 0.0048 0.2743 0.06
H 1.1751 -0.1275 -2.0861 0.4119 1.3266 -0.4862 0.10
```
Positions in Å, forces in eV/Å.

Output
⟨S²⟩   2.01
Charge   -1
Multiplicity   3
LUMO (alpha / beta)   3.407 / 1.811 eV
Kohn-Sham gap (alpha / beta)   4.90 / 6.90 eV

---

[2]
Formula: C7H13OP
Source: the OMol25 dataset
Level of theory: ωB97M-V/def2-TZVPD

```
22
Properties=species:S:1:pos:R:3:forces:R:3:lowdin_charge:R:1
O -2.9234 -0.2325 -1.0475 -1.0684 0.6371 0.2554 -0.41
P -1.8503 -1.1856 -0.7250 1.9560 2.8780 0.5827 0.68
C -0.5103 -0.8986 -1.9253 -0.2145 -0.5636 -1.5110 -0.29
C 0.2273 0.4291 -1.5748 -2.2434 1.8022 1.7215 -0.24
C 1.5203 0.5123 -0.8274 1.4066 0.9717 -0.2182 -0.14
C 1.7488 1.0499 0.3773 -4.4919 -1.9364 -0.5101 -0.10
C 0.6751 1.0815 1.4830 1.9742 1.1834 1.5900 -0.22
C -0.7757 0.5986 1.3421 -1.0139 2.3245 1.6908 -0.30
C -0.8953 -0.8225 0.9062 1.1024 -1.8481 -2.0577 -0.27
H -2.3766 -2.4462 -0.7770 0.3942 -1.2354 0.2722 0.02
H -1.1229 -0.7812 -2.8871 1.1383 -0.2060 1.0842 0.10
H 0.1306 -1.7989 -1.9958 -0.0091 0.5587 -0.2103 0.08
H -0.5081 1.0074 -0.9003 0.9166 -0.8917 -1.2817 0.09
H 0.3487 1.2096 -2.3594 -0.2272 -1.2188 -0.2707 0.13
H 2.3742 0.5170 -1.4838 0.4947 -0.4496 -0.2132 0.09
H 2.6552 1.3121 0.7796 2.3667 0.4612 0.3091 0.07
H 0.6832 2.1750 1.8568 -0.2043 -1.6347 -0.2523 0.13
H 1.2514 0.4706 2.2982 -1.3653 0.9863 -0.9089 0.14
H -1.2405 0.7787 2.3988 0.6386 -0.4637 -1.8516 0.14
H -1.3159 1.3015 0.6719 0.0604 -0.4389 0.5646 0.10
H 0.2427 -1.0491 0.6616 -2.4680 -0.8881 0.7112 0.12
H -1.4480 -1.4734 1.5868 0.8572 -0.0282 0.5040 0.07
```
Positions in Å, forces in eV/Å.

Output
Relative energy (zero: lowest compared OMol25 entry of this formula, charge and spin)   1.1584 eV
Charge   0
LUMO   0.908 eV
Kohn-Sham gap   10.31 eV
SMILES string   O=[P@H]1CC/C=C\CCC1

---

[3]
Formula: C7H14
Source: the OMol25 dataset
Level of theory: ωB97M-V/def2-TZVPD

```
21
Properties=species:S:1:pos:R:3:forces:R:3:lowdin_charge:R:1
C 0.7270 -1.3519 -1.5892 -0.0086 -0.0211 0.0560 -0.17
C 0.9518 -0.0040 -0.9990 -0.3787 0.0370 -0.2144 -0.02
C 0.4018 -0.8614 2.1268 0.0408 0.0583 0.0256 -0.16
C -0.9665 -1.3535 1.6355 0.0100 0.0029 -0.0523 -0.15
C -0.1819 0.8632 -1.1439 0.0807 -0.4013 -0.0888 -0.35
C 0.1890 2.3358 -1.4322 0.0792 0.2407 -0.0062 -0.11
C -0.3165 1.9901 -0.1031 0.0292 0.1632 0.1316 -0.12
H -0.3125 -1.6489 -1.8135 0.1402 0.1038 0.0564 0.07
H 1.2752 -1.3091 -2.5456 -0.0217 0.0194 0.0986 0.09
H 1.2289 -2.1393 -1.0150 -0.0329 0.1330 -0.0949 0.07
H 0.7102 -1.3711 3.0457 -0.0962 0.1088 -0.1030 0.06
H 1.1888 -1.0188 1.3808 -0.1362 -0.0218 0.1400 0.04
H 0.3832 0.2137 2.3357 0.0298 -0.1814 -0.0316 0.05
H -1.0423 -1.3018 0.5448 -0.0193 0.0245 0.1572 0.04
H -1.1453 -2.3939 1.9222 0.0103 0.1150 -0.0536 0.06
H -1.7846 -0.7477 2.0390 0.1129 -0.1443 0.0261 0.06
H -1.1315 0.5341 -1.5837 0.1820 0.0078 0.0616 0.13
H 1.2495 2.5313 -1.5438 -0.1833 -0.0414 0.0069 0.10
H -0.4663 2.8367 -2.1383 0.0934 -0.1146 0.1241 0.11
H -1.3412 2.2429 0.1525 0.1666 -0.0655 -0.0660 0.11
H 0.3831 1.9536 0.7244 -0.0982 -0.0232 -0.1730 0.09
```
Positions in Å, forces in eV/Å.

Output
Relative energy (zero: lowest compared OMol25 entry of this formula, charge and spin)   4.3347 eV
Charge   0
LUMO   0.569 eV
Kohn-Sham gap   8.59 eV

---

[4]
Formula: C7H14
Source: the OMol25 dataset
Level of theory: ωB97M-V/def2-TZVPD

```
21
Properties=species:S:1:pos:R:3:forces:R:3:lowdin_charge:R:1
C -1.8177 -0.9482 -0.6772 -0.0091 -0.0477 0.0700 -0.11
C -1.2998 0.4018 -1.0934 0.0336 0.1428 0.0675 -0.19
C -1.1864 1.4927 -0.3339 -0.0234 -0.1079 -0.1245 -0.19
C -1.5583 1.6347 1.1157 -0.0436 -0.0598 0.0568 -0.11
H -1.2027 -1.7476 -1.1071 -0.1005 0.1453 0.0486 0.06
H -2.8423 -1.1075 -1.0367 0.1485 0.0337 0.0224 0.08
H -1.8252 -1.0851 0.4086 -0.0070 0.0501 -0.1612 0.06
H -0.9865 0.4803 -2.1349 -0.0556 0.0065 0.1627 0.10
H -0.7853 2.3925 -0.8030 -0.0626 -0.1595 0.0710 0.10
H -2.3136 2.4196 1.2446 0.1185 -0.1000 -0.0251 0.07
H -0.6890 1.9250 1.7198 -0.1265 -0.0070 -0.1154 0.07
H -1.9665 0.7125 1.5405 0.0623 0.1454 -0.0878 0.06
C 2.8924 -0.8362 -0.9773 -0.0929 -0.0114 0.0849 -0.02
C 1.8432 -1.1120 -0.2066 0.0762 0.0673 -0.1072 -0.25
C 1.5418 -0.4603 1.1127 0.0272 0.0688 0.0162 -0.10
H 3.0689 -1.3512 -1.9202 -0.1025 0.0897 0.2025 0.05
H 3.6243 -0.0792 -0.6930 -0.1623 -0.1452 -0.0119 0.05
H 1.1227 -1.8613 -0.5349 0.1754 0.0214 0.0133 0.08
H 2.1745 0.4182 1.2678 -0.0143 -0.1126 0.0209 0.08
H 1.7081 -1.1573 1.9447 -0.0337 0.0941 -0.1517 0.08
H 0.4975 -0.1315 1.1636 0.1922 -0.1141 -0.0521 0.04
```
Positions in Å, forces in eV/Å.

Output
Relative energy (zero: lowest compared OMol25 entry of this formula, charge and spin)   1.5587 eV
Charge   0
LUMO   1.115 eV
Kohn-Sham gap   10.29 eV
SMILES string   C/C=C\C.C=CC

---

[5]
Formula: C7H14
Source: the OMol25 dataset
Level of theory: ωB97M-V/def2-TZVPD

```
21
Properties=species:S:1:pos:R:3:forces:R:3:lowdin_charge:R:1
C -1.3479 1.3667 -0.4820 0.1981 -0.9424 -0.8412 -0.05
C -1.1974 -0.2151 0.4284 -0.0633 2.0692 -2.1562 -0.30
C -2.3212 -1.1220 -0.0422 -0.1578 0.3497 0.0567 -0.11
C 0.1561 -0.8779 0.1868 -0.0335 0.3381 -0.0147 -0.20
C 1.3428 -0.1206 0.7195 -0.0782 0.0605 0.1012 -0.32
C 2.7064 -0.3391 0.1337 0.1759 -0.1403 -0.0055 -0.13
C 1.9772 0.9517 -0.1169 0.0101 0.2285 -0.0988 -0.14
H -1.0707 1.0435 -1.4625 0.0319 0.3097 -1.0264 0.04
H -2.3841 1.7565 -0.4577 0.3879 -0.6783 0.0478 0.07
H -0.7006 2.2194 -0.1657 -0.1301 -1.1007 0.1228 0.07
H -1.3330 0.7084 0.9668 -0.0770 -1.5557 3.3750 0.07
H -3.2951 -0.6518 0.0847 -0.0785 -0.0121 -0.0896 0.07
H -2.1761 -1.3485 -1.1146 -0.1337 0.1047 0.2590 0.08
H -2.3657 -2.1001 0.4677 0.2534 0.4589 0.0499 0.08
H 0.1765 -1.9048 0.6037 -0.3045 0.4526 0.0139 0.12
H 0.2674 -1.0280 -0.9049 0.0778 0.0888 0.2050 0.12
H 1.2979 0.0598 1.7924 0.0772 0.0192 -0.1587 0.14
H 3.5647 -0.3258 0.7990 -0.1463 0.0171 -0.0944 0.10
H 2.7967 -1.0388 -0.6942 -0.0542 0.1150 0.1321 0.10
H 1.5707 1.1136 -1.1130 0.0665 -0.0432 0.1840 0.10
H 2.3353 1.8531 0.3713 -0.0217 -0.1390 -0.0619 0.10
```
Positions in Å, forces in eV/Å.

Output
Relative energy (zero: lowest compared OMol25 entry of this formula, charge and spin)   3.3513 eV
Charge   0
LUMO   1.220 eV
Kohn-Sham gap   9.84 eV
SMILES string   CC(C)CC1CC1

---

Copy entry 2 word for word.
Formula: C7H13OP
Source: the OMol25 dataset
Level of theory: ωB97M-V/def2-TZVPD

```
22
Properties=species:S:1:pos:R:3:forces:R:3:lowdin_charge:R:1
O -2.9234 -0.2325 -1.0475 -1.0684 0.6371 0.2554 -0.41
P -1.8503 -1.1856 -0.7250 1.9560 2.8780 0.5827 0.68
C -0.5103 -0.8986 -1.9253 -0.2145 -0.5636 -1.5110 -0.29
C 0.2273 0.4291 -1.5748 -2.2434 1.8022 1.7215 -0.24
C 1.5203 0.5123 -0.8274 1.4066 0.9717 -0.2182 -0.14
C 1.7488 1.0499 0.3773 -4.4919 -1.9364 -0.5101 -0.10
C 0.6751 1.0815 1.4830 1.9742 1.1834 1.5900 -0.22
C -0.7757 0.5986 1.3421 -1.0139 2.3245 1.6908 -0.30
C -0.8953 -0.8225 0.9062 1.1024 -1.8481 -2.0577 -0.27
H -2.3766 -2.4462 -0.7770 0.3942 -1.2354 0.2722 0.02
H -1.1229 -0.7812 -2.8871 1.1383 -0.2060 1.0842 0.10
H 0.1306 -1.7989 -1.9958 -0.0091 0.5587 -0.2103 0.08
H -0.5081 1.0074 -0.9003 0.9166 -0.8917 -1.2817 0.09
H 0.3487 1.2096 -2.3594 -0.2272 -1.2188 -0.2707 0.13
H 2.3742 0.5170 -1.4838 0.4947 -0.4496 -0.2132 0.09
H 2.6552 1.3121 0.7796 2.3667 0.4612 0.3091 0.07
H 0.6832 2.1750 1.8568 -0.2043 -1.6347 -0.2523 0.13
H 1.2514 0.4706 2.2982 -1.3653 0.9863 -0.9089 0.14
H -1.2405 0.7787 2.3988 0.6386 -0.4637 -1.8516 0.14
H -1.3159 1.3015 0.6719 0.0604 -0.4389 0.5646 0.10
H 0.2427 -1.0491 0.6616 -2.4680 -0.8881 0.7112 0.12
H -1.4480 -1.4734 1.5868 0.8572 -0.0282 0.5040 0.07
```
Positions in Å, forces in eV/Å.

Output
Relative energy (zero: lowest compared OMol25 entry of this formula, charge and spin)   1.1584 eV
Charge   0
LUMO   0.908 eV
Kohn-Sham gap   10.31 eV
SMILES string   O=[P@H]1CC/C=C\CCC1